The following is a DFT calculation (the ωB97M-V functional and the def2-TZVPD basis) of a structure of composition C9H19ClN2O6V at a distorted geometry.

Geometry as XYZ:
```
38
Properties=species:S:1:pos:R:3:forces:R:3:lowdin_charge:R:1
O -20.739471 -0.217717 -13.432786 -0.9 -0.7 -0.7 -0.358
V -21.727746 -0.913367 -14.475110 0.9 -1.7 -0.5 0.758
O -21.522410 -0.209973 -15.882059 -0.5 -0.2 1.1 -0.339
N -19.983049 -3.668430 -15.732674 0.7 -1.3 -1.0 -0.589
O -19.973365 -2.495512 -15.238674 -1.0 1.1 0.7 -0.126
O -18.999962 -3.990815 -16.447659 -0.8 0.5 0.7 -0.054
O -20.895325 -4.468598 -15.519501 0.2 0.7 0.1 -0.047
Cl -23.447626 -2.857341 -14.143612 1.1 1.4 0.0 -0.146
C -26.324836 1.391760 -14.456173 -0.7 -0.5 -0.2 -0.032
C -25.092464 1.122543 -15.327928 -0.6 0.0 -0.8 -0.511
C -25.093197 2.048127 -16.557440 0.2 1.2 0.7 -0.123
C -24.816182 3.523626 -16.168807 0.6 -0.4 -1.8 -0.187
C -23.423177 3.649744 -15.522488 -2.0 -2.0 0.7 -0.108
C -23.336947 2.641692 -14.311556 0.5 1.7 0.9 -0.493
N -23.811558 1.301186 -14.628973 -0.1 0.3 -1.9 -0.088
O -23.561946 0.302702 -13.667460 0.2 0.7 -0.4 -0.099
C -21.866691 2.587103 -13.875699 -1.0 0.1 1.3 -0.040
C -24.125971 3.322360 -13.172761 0.2 -0.5 1.0 -0.042
C -25.240265 -0.302092 -15.852786 2.0 -0.4 0.1 -0.056
H -27.202140 0.904289 -14.893071 0.2 -0.1 -0.2 0.085
H -26.645537 2.428475 -14.379451 0.4 0.1 0.5 0.065
H -26.200035 0.871458 -13.502597 -0.1 0.5 0.3 0.087
H -24.324955 1.785153 -17.286101 0.1 -0.4 0.2 0.125
H -26.045731 1.962759 -17.082923 -0.1 -0.1 0.2 0.119
H -25.650166 4.009934 -15.664699 0.2 -0.1 0.5 0.098
H -24.720422 4.063563 -17.119655 -0.3 0.1 0.0 0.103
H -23.394422 4.669055 -15.148357 0.9 0.0 0.1 0.113
H -22.663802 3.344098 -16.238355 0.1 0.5 -0.1 0.124
H -21.851626 2.129881 -12.881027 0.3 -0.7 -0.3 0.076
H -21.246214 2.057004 -14.587553 0.3 0.2 0.0 0.073
H -21.561561 3.595752 -13.583522 0.3 0.2 -0.8 0.088
H -25.192396 3.376505 -13.357719 0.0 0.2 -0.1 0.054
H -23.989522 2.781263 -12.226348 -0.1 -0.3 -0.1 0.084
H -23.727055 4.304901 -12.910711 -0.1 0.1 -0.4 0.083
H -24.355811 -0.544426 -16.456645 0.0 0.2 -0.1 0.083
H -26.085609 -0.441992 -16.519402 -0.4 0.0 0.4 0.089
H -25.114908 -1.022687 -15.041019 -0.8 -0.1 -0.1 0.013
H -24.259310 0.352908 -12.996581 0.2 -0.4 0.2 0.118
```
Forces are in eV/Å.

- spin multiplicity = 1
- energy above the lowest of the compared OMol25 structures with the same formula, charge and spin (kcal per mole) = 34.4
- net charge = -1
- frontier orbital gap (Eh) = 0.2805



The following is a DFT calculation (the ωB97M-V functional and the def2-TZVPD basis) of a structure of composition C9H19ClNO3 at a distorted geometry.

Geometry as XYZ:
```
33
Properties=species:S:1:pos:R:3:forces:R:3:lowdin_charge:R:1
C 3.500745 0.255742 1.852901 -1.3 -0.8 -1.0 -0.110
C 2.968865 1.740837 1.398634 0.7 0.5 1.6 -0.241
O 3.138816 2.007541 -0.063060 -3.5 -0.4 0.1 -0.133
C 1.864590 1.758628 -0.783702 -3.5 2.8 -3.0 -0.251
O 1.220599 2.682670 -1.525791 4.9 -5.3 4.8 -0.041
C 1.182637 0.264595 -0.632613 1.1 0.3 -0.3 -0.120
C 0.006354 -0.063348 -1.726224 -0.9 -0.2 0.1 -0.176
C -0.334107 -1.692818 -1.570788 1.5 1.2 0.8 -0.284
N -0.639249 -1.921822 -0.106809 -2.7 0.9 -0.7 -0.230
C -2.121728 -1.893559 0.192336 0.2 1.3 -0.5 -0.178
C -2.508711 -0.320297 0.604577 -0.5 -0.6 0.9 -0.196
O -3.326961 0.349006 -0.444562 1.5 1.2 1.1 -0.289
C -3.407596 1.800519 -0.215268 -0.7 0.1 0.5 -0.150
H 2.530291 -0.428961 1.973245 2.3 1.3 -0.1 0.086
H 4.127146 0.232624 2.840838 -1.2 0.3 -2.0 0.074
H 4.103204 -0.232509 0.952008 -1.1 1.2 2.0 0.098
H 1.857195 1.982599 1.753785 2.4 -0.8 -0.9 0.137
H 3.646305 2.527312 1.987765 -1.4 -1.5 -1.7 0.124
H 0.827609 0.186976 0.500946 0.6 -0.1 -2.6 0.107
H 2.044333 -0.543593 -0.802220 -1.8 1.8 0.6 0.141
H 0.310324 0.145249 -2.841344 -0.2 -0.2 2.3 0.112
H -0.966239 0.598934 -1.530715 2.2 -1.4 -0.3 0.101
H -1.178718 -2.051116 -2.309206 1.6 0.7 1.4 0.116
H 0.710591 -2.231620 -1.778203 -2.6 0.9 0.3 0.043
H -0.158570 -2.761203 0.284520 -0.6 0.6 -0.8 -0.175
H -2.464261 -2.603885 1.056640 1.0 1.3 -1.5 0.116
H -2.726006 -2.191025 -0.765436 0.8 0.6 1.7 0.110
H -3.165549 -0.357328 1.587492 1.1 0.3 -1.7 0.110
H -1.513881 0.282842 0.861250 -2.1 -1.3 -0.8 0.115
H -3.938399 2.325595 -1.136251 1.0 -1.4 1.9 0.101
H -2.367809 2.315359 -0.061760 -1.7 -1.1 -0.3 0.090
H -4.060909 1.942419 0.771561 1.3 0.1 -2.0 0.096
Cl 0.839091 -4.106364 -0.324546 1.6 -2.3 0.1 -0.302
```
Forces are in eV/Å.

- spin multiplicity = 1
- energy above the lowest of the compared OMol25 structures with the same formula, charge and spin (kcal per mole) = 77.2
- net charge = -1
- frontier orbital gap (Eh) = 0.2568



The following is a DFT calculation (the ωB97M-V functional and the def2-TZVPD basis) of a structure of composition C9H19ClNO3V at a distorted geometry.

Geometry as XYZ:
```
34
Properties=species:S:1:pos:R:3:forces:R:3:lowdin_charge:R:1
O -4.039631 4.756734 -2.205002 0.1 1.1 0.1 -0.339
V -3.233618 5.938781 -1.562751 2.8 -1.4 -0.5 0.837
O -2.761321 6.953167 -2.695902 -0.8 -1.2 1.3 -0.349
Cl -1.289906 4.720839 -0.513709 -2.1 1.5 -0.9 -0.092
C 1.303784 -2.034925 2.429478 -1.0 0.0 -0.3 -0.020
C 1.213451 -1.284506 1.076236 2.3 0.1 -0.4 -0.509
C 1.343236 -2.366263 -0.018138 -1.6 0.2 -0.2 -0.149
C 1.045003 -1.800168 -1.393647 0.1 0.6 -0.1 -0.184
C -0.386484 -1.263039 -1.359963 1.0 -0.2 0.1 -0.138
C -0.626873 -0.161615 -0.324027 0.1 0.8 -0.2 -0.507
N -0.044424 -0.559162 0.961879 -0.4 -1.9 0.1 -0.113
O -0.117356 0.399585 1.996793 -0.2 0.4 -0.5 -0.006
C -0.113532 1.232534 -0.745978 -0.6 -0.1 -0.3 -0.046
C -2.153846 -0.029992 -0.170024 -0.1 0.8 0.4 -0.037
C 2.432920 -0.351034 0.972138 0.4 1.0 0.4 -0.043
H 1.457273 -3.088807 2.199038 0.3 0.0 0.3 0.071
H 2.057669 -1.677589 3.125723 0.1 0.1 -0.1 0.079
H 0.324930 -1.965926 2.905560 0.1 0.0 0.2 0.079
H 2.274201 -2.927408 0.002883 0.1 0.2 0.4 0.123
H 0.495804 -3.001419 0.275215 0.3 -0.7 -0.5 0.117
H 1.759277 -1.003668 -1.631437 -0.1 0.1 0.1 0.103
H 1.154329 -2.484484 -2.237728 -0.1 -0.4 0.3 0.110
H -1.000282 -2.122273 -1.076278 -0.3 0.1 -0.3 0.120
H -0.639534 -0.895555 -2.354443 -0.4 0.1 0.1 0.124
H 0.942631 1.267844 -1.001608 0.0 0.0 0.0 0.072
H -0.335680 1.939930 0.052257 0.4 -0.1 0.2 0.042
H -0.731521 1.603430 -1.568557 0.3 -0.1 -0.3 0.078
H -2.735087 -0.190376 -1.078740 0.4 -0.1 -0.2 0.084
H -2.328238 1.016160 0.098251 -0.4 -0.2 0.3 0.074
H -2.557488 -0.697341 0.592737 0.1 0.0 0.0 0.085
H 2.596741 0.188768 0.036706 -0.6 -0.1 -0.2 0.062
H 2.298331 0.411040 1.745067 0.2 0.1 -0.1 0.081
H 3.409788 -0.813514 1.137535 -0.3 -0.5 0.3 0.085
H -1.014545 0.290267 2.330453 0.1 0.0 0.2 0.103
```
Forces are in eV/Å.

- spin multiplicity = 1
- energy above the lowest of the compared OMol25 structures with the same formula, charge and spin (kcal per mole) = 22.0
- frontier orbital gap (Eh) = 0.1866



The following is a DFT calculation (the ωB97M-V functional and the def2-TZVPD basis) of a structure of composition C9H19CsNO at a distorted geometry.

Geometry as XYZ:
```
31
Properties=species:S:1:pos:R:3:forces:R:3:lowdin_charge:R:1
Cs 3.631455 0.343695 2.210078 -0.2 -0.2 -0.3 1.009
C -0.118016 0.269318 2.606701 0.5 -0.1 0.8 -0.055
C -0.525124 0.118453 1.165701 -0.6 -0.3 -0.6 -0.534
C -0.994848 1.479455 0.656086 0.1 0.2 0.1 -0.131
C -1.161401 1.548316 -0.847158 -0.1 0.0 -0.2 -0.167
C 0.127715 1.149067 -1.531498 0.3 0.1 -0.3 -0.136
C 0.647175 -0.217862 -1.096680 -0.2 -0.4 -0.2 -0.521
N 0.650553 -0.253083 0.369625 0.9 0.7 0.5 -0.119
O 1.270039 -1.420814 0.870626 0.1 0.0 0.1 -0.110
C -0.197256 -1.338757 -1.739772 -0.1 -0.1 -0.1 -0.007
C 2.087458 -0.356663 -1.581659 0.0 -0.4 0.1 -0.036
C -1.667231 -0.908001 1.080832 0.0 -0.1 0.3 -0.006
H 0.817195 0.833438 2.699883 -0.2 0.1 -0.1 0.015
H 0.044510 -0.689739 3.102834 -0.1 0.0 -0.1 0.091
H -0.866120 0.818436 3.177012 -0.1 0.0 -0.1 0.101
H -1.923669 1.737721 1.168733 0.0 0.0 0.0 0.132
H -0.251432 2.229925 0.955189 0.0 0.0 0.0 0.128
H -1.430730 2.566404 -1.129089 -0.1 0.0 -0.1 0.122
H -1.972732 0.903529 -1.193477 -0.1 0.0 0.1 0.110
H 0.911824 1.894406 -1.353716 -0.1 0.0 0.2 0.126
H 0.008080 1.106844 -2.617638 -0.1 0.0 0.0 0.134
H 0.219451 -1.626444 -2.706202 0.0 0.0 0.0 0.094
H -0.234787 -2.245858 -1.131267 0.1 0.0 0.0 0.082
H -1.227054 -1.035298 -1.926310 0.0 0.0 0.1 0.079
H 2.128607 -0.197046 -2.658212 0.0 0.1 0.0 0.097
H 2.733567 0.365315 -1.078967 0.0 0.1 -0.1 0.065
H 2.464085 -1.364023 -1.394774 0.0 0.1 0.0 0.087
H -2.113279 -0.942140 0.091783 -0.1 0.0 0.0 0.073
H -2.432195 -0.666583 1.822447 -0.1 0.1 -0.2 0.100
H -1.336783 -1.917930 1.347504 0.1 0.1 -0.1 0.088
H 0.710941 -2.184085 0.661372 -0.1 -0.1 0.0 0.092
```
Forces are in eV/Å.

- spin multiplicity = 1
- energy above the lowest of the compared OMol25 structures with the same formula, charge and spin (kcal per mole) = 0.0
- net charge = +1
- frontier orbital gap (Eh) = 0.3171



The following is a DFT calculation (the ωB97M-V functional and the def2-TZVPD basis) of a structure of composition C9H19F2IMnN2O5S2 at a distorted geometry.

Geometry as XYZ:
```
41
Properties=species:S:1:pos:R:3:forces:R:3:lowdin_charge:R:1
Mn 17.746088 -4.026079 10.546291 0.8 -1.7 0.2 0.683
N 18.615931 -2.213298 10.362421 1.7 2.2 1.9 -0.407
S 18.644521 -0.852361 9.520337 -2.6 0.6 -5.6 0.481
O 19.826406 -0.680974 8.758537 0.4 0.0 0.7 -0.217
O 17.921767 0.280015 9.975983 0.4 -0.2 1.2 -0.228
F 17.590422 -1.429621 8.425775 0.3 -0.2 0.3 -0.217
S 19.570098 -1.685851 11.623947 0.7 -2.4 2.9 0.488
O 18.864668 -0.850549 12.525249 -0.4 0.3 -0.2 -0.235
O 20.938729 -1.473987 11.368769 0.1 0.5 -0.9 -0.200
F 19.590936 -3.104343 12.365358 -0.4 0.0 -0.2 -0.223
I 19.811739 -5.805443 9.906952 -1.0 0.6 0.1 0.013
C 15.680714 -7.003983 13.680688 -0.2 -0.8 0.3 -0.026
C 15.574488 -6.360073 12.293142 0.7 -1.8 -0.2 -0.506
C 14.130626 -6.529868 11.826901 -0.5 0.8 0.2 -0.128
C 13.226994 -5.511796 12.483157 -0.9 0.6 0.1 -0.187
C 13.782635 -4.100874 12.269860 -1.6 -0.4 1.0 -0.138
C 15.237043 -3.856779 12.720924 -1.5 0.1 -0.4 -0.485
N 16.069559 -4.973701 12.184291 -0.9 1.7 -1.1 -0.098
O 17.400199 -4.761950 12.619002 -0.3 -0.8 0.2 -0.119
C 15.567068 -2.541991 12.032696 1.3 0.5 -1.2 -0.041
C 15.279256 -3.748354 14.248345 0.2 -1.4 -0.1 0.006
C 16.463889 -7.214389 11.374498 0.6 0.3 0.5 -0.061
H 14.861466 -6.774168 14.361111 0.3 0.6 0.2 0.080
H 15.538867 -8.081149 13.546290 0.1 0.0 -0.3 0.096
H 16.667502 -6.972787 14.150313 -0.1 0.5 0.1 0.093
H 14.075564 -6.395584 10.743086 0.0 0.0 0.0 0.132
H 13.775850 -7.536257 12.047710 0.4 -0.1 0.0 0.130
H 12.186386 -5.558905 12.138452 0.3 0.1 -0.9 0.119
H 12.942648 -5.613920 13.538550 1.1 -0.6 0.2 0.111
H 13.127814 -3.519074 12.929297 0.4 0.5 -0.1 0.126
H 13.513287 -3.733455 11.278767 0.7 -0.2 -0.3 0.124
H 15.494686 -2.641150 10.934539 -0.2 -0.4 0.0 0.084
H 16.575081 -2.130226 12.156177 -0.1 -0.1 0.7 0.063
H 14.860307 -1.730299 12.200344 0.0 -0.2 0.6 0.110
H 16.295430 -3.908797 14.611327 0.1 1.0 0.2 0.085
H 14.792555 -4.611587 14.711640 -0.5 0.1 -0.2 0.074
H 14.772496 -2.856609 14.600163 0.4 0.2 0.1 0.102
H 16.100379 -8.237099 11.296643 -0.1 0.0 0.0 0.096
H 16.597952 -6.804159 10.372807 -0.2 0.1 0.0 0.051
H 17.452480 -7.237995 11.838575 0.1 -0.2 -0.3 0.059
H 17.442593 -5.062857 13.538236 0.5 0.1 0.1 0.112
```
Forces are in eV/Å.

- spin multiplicity = 6
- energy above the lowest of the compared OMol25 structures with the same formula, charge and spin (kcal per mole) = 33.7
- frontier orbital gap (alpha / beta) (Eh) = 0.2945 / 0.2823



The following is a DFT calculation (the ωB97M-V functional and the def2-TZVPD basis) of a cluster of 2 separate species, C9H19F3O8S2 in total at a distorted geometry.

Geometry as XYZ:
```
41
Properties=species:S:1:pos:R:3:forces:R:3:lowdin_charge:R:1
C -0.716213 0.441428 0.258862 -0.3 -1.1 -1.0 -0.110
O -1.225901 1.809827 0.464045 2.2 -0.5 0.7 -0.252
C -0.189901 2.710723 1.004154 -0.1 1.0 1.2 -0.219
C 0.169049 3.948718 -0.017941 -0.9 -0.7 -0.1 -0.116
C 0.404407 3.448354 -1.596729 -2.6 2.0 0.8 -0.231
O 1.795053 3.644289 -2.005128 -0.6 -3.1 -0.6 -0.376
S 2.566863 2.213800 -2.510509 -0.4 -2.5 2.1 1.086
O 2.112768 0.971851 -1.646822 0.8 4.7 -3.4 -0.457
O 2.084003 1.995093 -4.161735 -2.2 -1.1 1.8 -0.315
C 0.775609 1.340235 -4.256698 -1.4 0.2 -0.5 -0.198
O 0.576016 1.042122 -5.714874 -3.9 -0.7 0.7 -0.006
C -0.829917 0.720418 -5.995747 0.4 -0.8 -1.6 -0.256
F -1.617743 0.250573 -4.834194 2.5 1.9 -3.9 0.043
F -0.865086 -0.406440 -7.000834 0.1 3.9 3.5 0.019
F -1.481841 1.877987 -6.671848 1.8 -3.9 2.6 0.036
H -1.586745 -0.374533 0.297052 1.6 2.2 0.1 0.113
H -0.305110 0.398411 -0.848600 -0.3 -0.2 2.4 0.079
H 0.063445 0.112533 1.070868 -1.4 0.8 -1.7 0.086
H -0.674859 3.219134 1.969322 1.0 -1.0 -2.0 0.132
H 0.772007 2.147922 1.409362 -2.0 1.0 -1.2 0.133
H -0.785180 4.665950 -0.003956 2.2 -1.6 -0.2 0.126
H 1.076840 4.549255 0.411635 -1.6 -1.2 -1.0 0.124
H -0.053847 2.395759 -1.812515 1.3 1.8 0.8 0.100
H -0.244451 4.217224 -2.240532 1.6 -1.7 1.2 0.143
H 0.685243 0.305848 -3.718705 0.5 2.3 -0.6 0.161
H -0.079267 2.108007 -3.988103 1.8 -1.6 -0.2 0.152
O -0.869099 -1.331764 3.160605 0.8 -0.8 -0.2 -0.292
S 0.262336 -2.216785 3.337092 0.1 -0.4 0.3 0.615
O 1.116789 -2.601798 2.234087 -1.0 0.5 0.7 -0.286
O -0.232562 -3.563184 4.110112 0.7 1.3 0.0 -0.266
C -1.328877 -4.291199 3.577037 -0.8 -0.7 -0.6 -0.279
C -0.900399 -5.157880 2.408135 0.2 0.1 -0.3 -0.076
C 1.282443 -1.576207 4.641627 0.0 -0.1 0.1 -0.121
H -2.144618 -3.618134 3.292835 0.2 0.1 0.1 0.117
H -1.705839 -4.934162 4.379421 0.2 0.3 0.1 0.124
H -0.612162 -4.543874 1.549427 -0.1 -0.1 0.1 0.072
H -1.716017 -5.815894 2.095648 0.1 0.1 0.1 0.081
H -0.032005 -5.768592 2.674733 -0.2 0.0 0.0 0.086
H 0.652390 -1.348246 5.503215 0.0 -0.1 -0.2 0.075
H 1.764207 -0.665907 4.278374 -0.1 -0.2 -0.1 0.076
H 2.038170 -2.320862 4.897822 -0.1 0.1 -0.1 0.076
```
Forces are in eV/Å.

- spin multiplicity = 1
- frontier orbital gap (Eh) = 0.3719